1.
ORCA calculation (ωB97M-V/def2-TZVPD) on a cluster of 2 separate species, C2H11N5 in total.

The geometry in XYZ format:
```
18
Properties=species:S:1:pos:R:3:forces:R:3:lowdin_charge:R:1
N -2.29630 -1.47995 0.09893 0.1427 -0.9184 -0.1135 0.056
N -2.21422 0.88222 0.05418 0.2373 0.6116 -0.0768 -0.103
N -1.27667 0.90561 -0.99828 0.0154 0.1448 -0.1244 -0.001
N 0.91121 -0.14936 0.70279 0.0409 -0.0622 0.1316 -0.020
N 2.93415 0.21160 -0.57431 0.1849 0.1064 -0.0557 -0.008
C -2.55608 -0.33999 0.56531 -0.1185 0.2936 0.0028 -0.371
C 1.97303 -0.75408 -0.11028 0.0523 -0.0967 0.0671 -0.375
H -1.39016 1.75982 -1.53278 -0.1175 -0.2194 0.0720 0.077
H -1.75382 -1.43936 -0.76252 -0.0233 0.2440 0.0080 0.025
H -3.15192 -0.27344 1.47101 -0.0528 0.1526 0.1245 0.103
H -0.32182 0.83172 -0.63198 -0.2680 0.1280 0.1514 0.033
H 2.47602 0.93020 -1.12358 0.0491 0.0084 0.0771 0.061
H 1.28793 0.16113 1.59485 -0.0677 -0.0688 -0.0908 0.073
H 3.39591 0.66353 0.20818 0.0005 -0.0074 -0.1208 0.061
H 0.19045 -0.83779 0.89859 -0.0755 -0.0221 0.0883 0.051
H -2.22777 1.67213 0.69406 0.1004 -0.3450 -0.1194 0.121
H 1.49466 -1.20524 -0.98456 0.0570 -0.0623 0.1383 0.110
H 2.52537 -1.53876 0.43039 -0.1573 0.1128 -0.1598 0.108
```
Positions in Å, forces in eV/Å.

Computed properties:
E	-9701.8118	eV
HOMO energy	-8.807	eV
Kohn-Sham gap	9.70	eV
multiplicity	1
structure (SMILES)	[H]/N=C\NN.NCN
ΔE to the lowest compared entry with this formula, charge and spin	1.603	eV
LUMO energy	0.894	eV


2.
ORCA calculation (ωB97M-V/def2-TZVPD) on the ion C5H10NO with charge -1.

The geometry in XYZ format:
```
17
Properties=species:S:1:pos:R:3:forces:R:3:lowdin_charge:R:1
O 0.06749 -2.43513 1.59238 0.0728 0.1445 0.5989 -0.350
N 1.05090 0.15859 -0.84573 -0.0627 -0.1464 0.5594 -0.050
C -1.02914 1.27702 -0.39442 -0.3414 -1.6293 0.8862 -0.185
C 0.21578 -0.85467 -0.13735 0.6839 0.0145 -0.4828 -0.353
C -1.17917 -0.21864 0.06020 0.6883 -0.1266 -0.0016 -0.153
C 0.82375 -1.41351 1.18049 0.4759 -0.0189 -0.6361 -0.552
C 0.47437 1.46441 -0.50190 0.7695 -0.2709 -0.5563 -0.253
H 1.04752 -0.55553 1.88498 -0.7512 0.1680 0.2189 0.077
H 1.90941 -1.64164 0.94206 -0.2712 -0.3461 -0.3148 0.073
H 0.78640 2.20930 -1.23802 -0.0951 0.1112 -0.0194 0.092
H -1.41287 -0.36917 1.11392 -0.2036 0.2425 0.0615 0.094
H 1.11083 -0.06072 -1.83150 -0.3276 0.4299 -0.0107 0.078
H 0.18254 -1.73214 -0.78457 -0.1840 -0.1165 0.0207 0.119
H -1.95335 -0.72565 -0.51640 -0.0154 -0.0049 -0.0167 0.089
H 0.94659 1.73582 0.44449 -0.3607 0.2069 0.1711 0.098
H -1.51873 1.84460 0.39615 -0.0443 0.6782 -0.4667 0.088
H -1.52231 1.31703 -1.36478 -0.0330 0.6638 -0.0115 0.088
```
Positions in Å, forces in eV/Å.

Computed properties:
E	-8883.8251	eV
HOMO energy	-2.147	eV
Kohn-Sham gap	6.16	eV
multiplicity	1
net charge	-1
structure (SMILES)	[O-]C[C@H]1CCCN1
ΔE to the lowest compared entry with this formula, charge and spin	0.293	eV
LUMO energy	4.017	eV


3.
ORCA calculation (ωB97M-V/def2-TZVPD) on a structure of composition C5H10O.

The geometry in XYZ format:
```
16
Properties=species:S:1:pos:R:3:forces:R:3:lowdin_charge:R:1
O 0.39826 1.40738 0.03853 -0.1120 0.2428 -0.1868 -0.063
C -0.68927 -0.32794 -1.32258 -0.0280 0.0284 0.0015 -0.033
C 1.46299 -0.77872 -0.08202 0.0207 -0.0194 0.0279 -0.027
C -0.69405 -0.10877 1.21046 -0.0308 -0.1392 -0.0241 -0.220
C -1.15374 1.35091 1.04373 0.1841 -0.0751 0.2336 0.042
C 0.13302 -0.05309 -0.07289 0.0605 -0.1810 -0.0332 -0.586
H -0.05568 -0.34633 2.07531 -0.0948 0.0832 -0.1284 0.104
H -0.23883 0.15329 -2.20089 0.0009 -0.0926 0.1158 0.091
H -0.71509 -1.40356 -1.51873 -0.0343 0.1083 0.0545 0.092
H -1.51389 -0.83520 1.17209 0.1062 0.1171 -0.0427 0.107
H 2.08758 -0.45541 0.75566 -0.1172 -0.0385 -0.1016 0.088
H 1.29566 -1.85789 0.00374 0.0095 0.1456 -0.0072 0.093
H -0.76664 1.94122 1.89007 -0.0328 -0.0634 -0.1105 0.016
H -1.70753 0.04683 -1.19257 0.1444 -0.0208 -0.0413 0.085
H 0.15351 1.85499 -0.78330 0.0068 -0.0777 0.1171 0.122
H 2.00371 -0.58770 -1.01660 -0.0834 -0.0176 0.1254 0.088
```
Positions in Å, forces in eV/Å.

Computed properties:
E	-7390.6489	eV
HOMO energy	-7.634	eV
Kohn-Sham gap	8.45	eV
multiplicity	1
ΔE to the lowest compared entry with this formula, charge and spin	4.116	eV
LUMO energy	0.812	eV


4.
ORCA calculation (ωB97M-V/def2-TZVPD) on a cluster of 2 separate species, C7H14N2 in total.

The geometry in XYZ format:
```
23
Properties=species:S:1:pos:R:3:forces:R:3:lowdin_charge:R:1
N 0.79634 0.36603 -1.94552 1.3396 -1.8094 -0.6245 0.047
N 2.24825 0.73276 -0.34425 0.1553 -0.8427 0.5583 0.001
C 1.09649 1.31811 0.08165 -2.7408 0.3977 -1.8825 -0.076
C -1.19868 -1.31501 1.37912 2.9247 -1.3211 -0.8543 -0.308
C -1.09931 1.85926 -1.36848 1.1814 1.7426 -0.9648 -0.059
C -1.51918 -2.86150 1.02711 3.5647 1.3454 3.4896 -0.066
C 2.05106 0.05469 -1.55478 -1.1824 0.3104 0.9647 -0.161
C -1.50173 -0.65519 2.69372 -4.8604 -0.9552 0.3224 -0.137
C 0.16437 1.10064 -1.01631 2.3085 1.7983 1.3252 -0.358
H -1.90844 1.20520 -1.36926 -1.8723 -0.8498 0.8199 0.029
H -0.54901 -3.46731 0.93336 -1.2573 0.8261 0.6800 0.087
H -2.68702 -0.78364 2.66324 1.9989 0.5109 0.9772 0.113
H 2.68356 -0.85993 -1.88928 -1.0364 2.3677 0.3697 0.139
H -1.37304 0.40142 2.74884 0.3415 0.9393 -0.7675 0.042
H -1.18341 -0.95135 3.68402 0.4798 -1.0967 -0.1563 0.058
H -1.68772 -0.77810 0.62062 -0.7884 1.0558 -0.8580 0.061
H -1.93652 -3.00720 0.10997 -1.7619 0.0512 -2.3374 0.014
H -1.19516 2.82236 -0.80390 -0.2852 -1.2581 0.0523 0.084
H -0.13035 -1.07865 1.19978 -0.2707 -0.6053 -0.3749 0.082
H -2.10261 -3.19145 1.87337 -0.3632 -0.7759 -0.1311 0.053
H 0.89463 1.78334 1.08487 0.7783 -0.3921 -1.4061 0.126
H 3.08534 0.97667 0.16265 0.3116 -0.8107 -0.2367 0.137
H -1.18042 2.23114 -2.44206 1.0348 -0.6282 1.0349 0.094
```
Positions in Å, forces in eV/Å.

Computed properties:
E	-10464.0265	eV
HOMO energy	-8.202	eV
Kohn-Sham gap	9.06	eV
multiplicity	1
structure (SMILES)	Cc1c[nH]cn1.CCC
ΔE to the lowest compared entry with this formula, charge and spin	2.340	eV
LUMO energy	0.857	eV